No. 1
# C31H53AsBBrCl2N9S4Si3Tl

A molecular structure, C31H53AsBBrCl2N9S4Si3Tl in a non-equilibrium geometry (wB97M-V/def2-TZVPD, the Open Molecules 2025 dataset).

Summary:
⟨S²⟩: 0.756
2S+1: 2
LUMO energy (spin up / spin down), eV: 1.969 / 1.930
Charge: -1
Electronic energy, eV: -274697.6382
Highest occupied orbital energy (spin up / spin down), eV: -3.73 / -3.84

```
106
C31H53AsBBrCl2N9S4Si3Tl (wB97M-V/def2-TZVPD)
Tl -0.87607 0.35533 1.22805
C -1.40676 0.21858 -2.45255
C -1.02174 -1.15592 -2.01675
C -0.93915 -2.34296 -2.76260
C -0.57161 -3.30510 -1.84401
N -0.45365 -2.71269 -0.64157
N -0.71388 -1.39617 -0.74810
B -0.05082 -3.31785 0.72880
N -1.17476 -3.14790 1.78460
C -1.53578 -4.07566 2.69255
C -2.43205 -3.50165 3.56453
C -2.56564 -2.17818 3.11472
C -3.38096 -1.06803 3.69036
N -1.80333 -1.98472 2.04505
N 1.20011 -2.56388 1.23912
C 2.51084 -2.86315 1.15657
C 3.21759 -1.89518 1.83593
C 2.23748 -1.00118 2.30624
C 2.40730 0.21648 3.15347
N 1.03464 -1.41290 1.92361
N 0.17863 -4.82752 0.59040
C 1.08784 -5.64480 1.16897
C 0.70196 -6.94385 0.93970
C -0.50138 -6.83178 0.21273
C -1.40832 -7.91138 -0.28256
N -0.80218 -5.55982 0.01584
H -1.70451 0.22872 -3.50053
H -2.23351 0.57563 -1.83667
H -0.56922 0.90076 -2.30843
H -1.12328 -2.47895 -3.81568
H -0.40832 -4.35848 -1.96844
H -1.14428 -5.07908 2.66908
H -2.91133 -3.96778 4.40856
H -3.78777 -1.35338 4.65886
H -2.75841 -0.18356 3.82746
H -4.20353 -0.80498 3.02119
H 2.86766 -3.71660 0.60489
H 4.28334 -1.83919 1.98306
H 3.45854 0.36715 3.39472
H 2.01884 1.10666 2.65686
H 1.84509 0.10361 4.08076
H 1.92592 -5.25893 1.72271
H 1.21620 -7.84035 1.24287
H -0.89064 -8.86837 -0.32743
H -2.27204 -8.01514 0.37652
H -1.78201 -7.65212 -1.27253
S -1.40383 2.19689 4.70407
S -1.75516 3.70001 6.21412
S -0.71186 5.27687 5.77122
S -0.17590 2.94800 3.36928
C 4.70945 1.51701 0.70220
Si 3.57461 2.92661 0.13010
C 3.02515 4.01780 1.57063
C 4.71527 4.04057 -0.91272
As 1.65930 1.90358 -0.81064
Si 0.56008 3.83460 -1.64472
C -0.55575 3.60180 -3.17352
C -0.54463 4.35828 -0.20733
C 1.63744 5.31165 -2.17121
Si 2.67114 0.74274 -2.61291
C 4.28782 1.40763 -3.36619
C 1.55474 0.45722 -4.12504
C 3.03762 -0.96041 -1.87337
H 5.37324 1.83603 1.50813
H 5.33209 1.16549 -0.12397
H 4.12418 0.66929 1.05975
H 3.84866 4.22460 2.25650
H 2.21321 3.57197 2.14889
H 2.66329 4.97576 1.18887
H 5.63753 4.22937 -0.35853
H 4.25350 5.00498 -1.12650
H 4.98512 3.58155 -1.86435
H -1.42918 2.98121 -2.97074
H -0.01298 3.15225 -4.00703
H -0.91290 4.57818 -3.50590
H -1.18978 3.53292 0.10547
H -1.17847 5.21367 -0.45196
H 0.05570 4.62416 0.66600
H 2.40294 5.01088 -2.89008
H 2.13754 5.77508 -1.31904
H 1.01590 6.07321 -2.64580
H 4.13962 2.40408 -3.78889
H 4.62417 0.75111 -4.17088
H 5.08960 1.46872 -2.62826
H 1.01799 1.36274 -4.41196
H 0.81944 -0.32180 -3.92141
H 2.14828 0.13882 -4.98387
H 3.73463 -0.87594 -1.03647
H 3.45981 -1.65920 -2.59887
H 2.11318 -1.39364 -1.48137
Br -6.14781 2.49326 -2.28894
C -5.36176 2.30919 -0.56721
C -6.15348 2.10034 0.54658
C -5.51304 1.97447 1.76996
C -4.12759 2.03127 1.81409
N -3.37899 2.21111 0.73043
C -3.98550 2.36726 -0.43838
H -7.23034 2.05063 0.46634
H -6.08616 1.82931 2.67550
H -3.58784 1.93722 2.75106
H -3.35059 2.55510 -1.29740
Cl -5.25452 -3.14988 -1.91121
C -4.48773 -1.55749 -1.85337
Cl -4.13090 -1.06112 -0.18788
H -5.17306 -0.84209 -2.29425
H -3.54764 -1.61866 -2.38794
```

Atom charges from the Mulliken analysis, given in e for atoms 1 to 2: number 1, Tl, carries 1.1385; number 2, C, carries -0.1995

No. 2
# C31H53F5N2O17S4

5 unconnected molecules or ions with the total composition C31H53F5N2O17S4 in a non-equilibrium geometry (wB97M-V/def2-TZVPD, the Open Molecules 2025 dataset).

Summary:
LUMO energy, eV: -0.447
Charge: 0
Electronic energy, eV: -127717.7439
Highest occupied orbital energy, eV: -9.28
SMILES: COCCCCCCCCc1ccc2c(c1ON=O)C(=O)N(C(F)(F)C(F)(F)F)C2=O.CCOS(C)(=O)=O.CCOS(C)(=O)=O.CCOS(C)(=O)=O.CCOS(C)(=O)=O

```
112
C31H53F5N2O17S4 (wB97M-V/def2-TZVPD)
C -6.36531 5.46448 -4.25589
O -7.73087 5.08622 -4.21529
C -7.94246 3.69042 -4.38344
C -8.10053 2.97543 -3.03693
C -6.88435 2.11681 -2.60441
C -6.43846 2.35215 -1.14067
C -6.31471 1.03509 -0.37140
C -5.33272 1.03546 0.79666
C -3.96266 1.66157 0.50428
C -3.34641 1.28442 -0.84221
C -2.41694 0.09125 -0.84663
C -1.86850 -0.48283 0.29469
C -0.99547 -1.57200 0.24608
C -0.66955 -2.07436 -0.99806
C -1.21672 -1.55097 -2.16181
C -2.09254 -0.47595 -2.10007
O -2.62452 0.09184 -3.24713
N -3.50687 -0.85014 -3.98999
O -4.42111 -1.15757 -3.36398
C -0.67534 -2.34013 -3.31564
O -1.14394 -2.52089 -4.38137
N 0.52848 -2.95098 -2.79655
C 1.80566 -2.45065 -3.11681
F 2.61715 -3.43239 -3.59316
F 2.41626 -1.96478 -2.01690
C 1.84776 -1.33440 -4.19234
F 1.16118 -0.26238 -3.79753
F 3.13766 -0.96634 -4.28951
F 1.42940 -1.74062 -5.37475
C 0.24786 -3.17747 -1.37818
O 0.65166 -4.08850 -0.75790
H -5.70866 4.66535 -3.91599
H -6.08670 5.75952 -5.26711
H -6.23181 6.30864 -3.58451
H -8.86893 3.59970 -4.94709
H -7.15890 3.25065 -5.00260
H -8.95492 2.30916 -3.12502
H -8.32563 3.74163 -2.30374
H -6.05442 2.36594 -3.26204
H -7.13489 1.07202 -2.76105
H -5.49434 2.88618 -1.18541
H -7.15008 3.01040 -0.65056
H -5.97166 0.28088 -1.08210
H -7.29782 0.70273 -0.04706
H -5.77764 1.62185 1.60292
H -5.20028 0.03240 1.20135
H -4.07080 2.74325 0.52236
H -3.29458 1.44175 1.32821
H -4.08553 1.11342 -1.61413
H -2.75537 2.13577 -1.18414
H -2.11840 -0.09610 1.26688
H -0.56132 -1.99978 1.13439
C 6.11607 0.22472 -3.26503
C 5.29211 0.28078 -1.99621
O 6.01880 0.69692 -0.82192
S 6.35972 2.23783 -0.65511
C 6.83072 2.17148 1.03696
O 5.14435 2.98605 -0.79954
O 7.50039 2.56734 -1.45150
H 6.44106 1.21577 -3.58039
H 5.51698 -0.20649 -4.06499
H 7.01188 -0.38040 -3.12447
H 4.42168 0.92900 -2.11641
H 4.92224 -0.71351 -1.75268
H 5.97090 1.88816 1.63715
H 7.17785 3.16360 1.31564
H 7.63323 1.45487 1.14879
C 8.88632 0.22167 7.05362
C 9.75038 0.92133 6.02396
O 9.99818 0.10632 4.85653
S 8.81944 -0.06952 3.80938
C 9.77142 -0.78207 2.51365
O 8.36044 1.23011 3.41386
O 7.88811 -1.03783 4.29554
H 7.87476 0.06334 6.68307
H 8.82688 0.82509 7.95941
H 9.30152 -0.75458 7.30264
H 9.31629 1.87398 5.71718
H 10.73458 1.12873 6.43811
H 10.49591 -0.05197 2.16368
H 9.07853 -1.04507 1.71653
H 10.26247 -1.67396 2.89247
C 1.72352 2.65241 0.40354
C 2.82482 1.70570 0.83185
O 2.46656 0.92367 1.99908
S 1.44895 -0.27633 1.80551
C 1.70544 -1.03599 3.37124
O 1.93260 -1.13390 0.76559
O 0.11125 0.23133 1.74669
H 0.84939 2.11016 0.04362
H 2.08482 3.29364 -0.40000
H 1.40296 3.27221 1.24106
H 3.11568 1.03941 0.01941
H 3.70200 2.27630 1.11598
H 2.72824 -1.39822 3.42348
H 1.00343 -1.86389 3.44343
H 1.50581 -0.30516 4.14996
C -4.13014 -5.75548 3.71874
C -3.72720 -5.50741 2.27895
O -4.84141 -5.11652 1.44712
S -5.39317 -3.63456 1.59363
C -6.40355 -3.62829 0.15398
O -4.30347 -2.72272 1.42068
O -6.22615 -3.54730 2.75173
H -4.45117 -4.83628 4.20640
H -3.28494 -6.15991 4.27594
H -4.95959 -6.46054 3.76847
H -2.93855 -4.75678 2.20702
H -3.34758 -6.42347 1.83178
H -5.76945 -3.72191 -0.72330
H -6.93289 -2.67772 0.14228
H -7.10984 -4.45125 0.21951
```

Atom charges from the Mulliken analysis, given in e for atoms 1 to 2: number 1, C, carries -0.5781; number 2, O, carries -0.4094

No. 3
# C31H53InN6O5S

A molecular structure, C31H53InN6O5S (wB97M-V/def2-TZVPD, the Open Molecules 2025 dataset).

Summary:
LUMO energy, eV: -6.014
Charge: +2
Electronic energy, eV: -68183.1559
Highest occupied orbital energy, eV: -14.28

```
97
C31H53InN6O5S (wB97M-V/def2-TZVPD)
In 0.68357 -0.27776 -0.37249
C 2.59282 -0.27852 2.42481
C 3.54571 -0.68781 1.31018
C 4.44982 0.48584 0.79150
C 3.99973 1.89624 0.29639
C 3.48181 2.81469 1.40369
C 5.19251 2.54747 -0.39090
N 2.87972 1.67480 -0.69593
C 2.38459 2.63200 -1.72896
C 1.50682 1.89176 -2.76973
N 0.32771 1.10340 -2.27557
C -0.69370 2.03826 -1.76763
C -0.46161 2.48640 -0.32790
O -1.03102 3.45407 0.10418
O 0.32158 1.70299 0.40247
C -0.30425 0.20897 -3.35354
C 0.62788 -0.24989 -4.47003
C -1.14803 -0.93898 -2.72901
C -0.60357 -2.34610 -2.33473
C -1.71446 -3.01682 -1.52730
C -0.24883 -3.23019 -3.53470
N 0.62887 -2.13790 -1.49667
C 1.22011 -3.19736 -0.64237
C 2.00659 -2.60876 0.57124
N 2.86083 -1.44970 0.20309
C 3.85373 -1.94476 -0.78396
C 3.48666 -1.55135 -2.21940
O 3.67468 -2.31737 -3.14311
O 2.94571 -0.37433 -2.29969
H 3.11575 0.35722 3.13755
H 2.22726 -1.14572 2.97400
H 1.72712 0.28129 2.05188
H 4.27576 -1.37887 1.74877
H 5.07960 0.09328 -0.00604
H 5.13326 0.68929 1.61667
H 4.20857 2.86457 2.21429
H 2.52867 2.48442 1.81838
H 3.34476 3.83017 1.02637
H 6.01949 2.62394 0.31407
H 4.95126 3.55965 -0.71829
H 5.53604 1.96887 -1.25297
H 3.00918 0.74113 -1.21010
H 2.07421 1.61186 -0.07312
H 3.21970 3.05377 -2.28168
H 1.86153 3.44491 -1.22900
H 2.14518 1.20259 -3.30156
H 1.15889 2.65274 -3.47365
H -1.67654 1.56219 -1.75638
H -0.77757 2.93177 -2.38875
H -1.04323 0.84927 -3.84293
H 1.50500 -0.79357 -4.12762
H 0.95896 0.59428 -5.07358
H 0.05334 -0.89801 -5.13302
H -1.95705 -1.12709 -3.43475
H -1.63548 -0.54176 -1.82229
H -2.63198 -3.02233 -2.11488
H -1.90557 -2.48308 -0.59672
H -1.46938 -4.05347 -1.29664
H -1.04546 -3.19522 -4.27869
H -0.13973 -4.26915 -3.21749
H 0.68452 -2.92767 -4.01458
H 1.33815 -1.84779 -2.17346
H 1.85585 -3.84372 -1.24657
H 0.42693 -3.80517 -0.21335
H 2.60418 -3.42635 0.98643
H 1.28614 -2.30216 1.33216
H 3.94789 -3.02754 -0.71687
H 4.84406 -1.53816 -0.60836
C -3.62997 -2.15811 5.33174
C -2.93466 -2.57334 4.03721
C -3.53461 -1.89784 2.80322
N -3.15327 -0.48416 2.69012
C -2.04860 -0.00234 2.15684
S -0.86448 -1.13130 1.56132
N -1.83518 1.31369 2.12772
C -2.77481 2.38628 2.45831
O -2.38455 3.25802 3.17287
C -4.11362 2.30933 1.83304
C -5.14835 3.02783 2.43180
C -6.40683 3.04299 1.85435
C -6.63063 2.36487 0.66373
C -5.59668 1.66599 0.04974
C -4.34414 1.63196 0.63443
H -3.17837 -2.66177 6.18508
H -4.68794 -2.42410 5.30403
H -3.54902 -1.08150 5.50538
H -3.02418 -3.65255 3.89920
H -1.86959 -2.33629 4.08852
H -4.62181 -1.92207 2.85864
H -3.22622 -2.41128 1.89502
H -3.77886 0.18578 3.11487
H -0.89617 1.64512 1.94462
H -4.94713 3.57144 3.34738
H -7.21190 3.59213 2.32513
H -7.61106 2.38684 0.20462
H -5.77112 1.15089 -0.88651
H -3.53150 1.10383 0.14642
```

Atom charges from the Mulliken analysis, given in e for atoms 1 to 2: number 1, In, carries 3.0530; number 2, C, carries -1.2102